(1)
Density functional theory data (the ωB97M-V functional and the def2-TZVPD basis) for an isolated ion of composition C19H34NO2S and charge +1.

```
! RIJCOSX wB97M-V def2-TZVPD def2/J DEFGRID3
* xyz 1 1
C -4.494 -3.705 1.270
C -4.717 -2.811 0.055
C -5.491 -1.536 0.401
C -4.669 -0.488 1.165
C -4.148 0.651 0.287
C -3.133 0.200 -0.761
C -2.556 1.385 -1.524
S -1.515 2.474 -0.489
C 0.030 1.657 -0.405
C 0.346 0.437 -0.980
C 1.626 -0.085 -0.854
O 1.996 -1.323 -1.389
C 1.117 -1.959 -2.298
C 2.614 0.604 -0.155
C 4.021 0.071 -0.035
C 4.144 -1.023 1.028
N 3.612 -2.319 0.524
C 2.980 -3.117 1.582
C 4.651 -3.095 -0.171
C 2.286 1.825 0.433
C 1.015 2.359 0.321
O 0.599 3.529 0.847
C 1.520 4.346 1.533
H -3.928 -3.187 2.041
H -3.948 -4.603 0.989
H -5.448 -4.006 1.696
H -5.283 -3.373 -0.691
H -3.753 -2.554 -0.388
H -5.873 -1.087 -0.518
H -6.357 -1.824 0.998
H -3.826 -0.969 1.665
H -5.291 -0.042 1.943
H -4.990 1.133 -0.213
H -3.673 1.399 0.928
H -3.615 -0.465 -1.481
H -2.331 -0.352 -0.265
H -3.358 2.041 -1.861
H -1.972 1.084 -2.394
H -0.401 -0.102 -1.534
H 0.854 -1.292 -3.120
H 0.209 -2.307 -1.799
H 1.665 -2.813 -2.694
H 4.680 0.892 0.245
H 4.357 -0.306 -1.003
H 3.570 -0.726 1.907
H 5.184 -1.166 1.328
H 2.888 -2.059 -0.198
H 2.148 -2.568 2.019
H 2.603 -4.053 1.172
H 3.705 -3.344 2.363
H 5.416 -3.413 0.537
H 5.115 -2.489 -0.946
H 4.213 -3.976 -0.635
H 3.054 2.359 0.968
H 2.353 4.638 0.887
H 1.905 3.849 2.429
H 0.962 5.233 1.825
*
```

As for the frontier orbital gap: 7.9 eV. For the strongest force on any atom, the calculation gives 0.8 eV/A. As for the SMILES: CCCCCCCSc1cc(OC)c(CC[NH+](C)C)cc1OC. The value obtained for the HOMO energy is -0.378 Ha. The total energy is -1347.5526 hartree.

Partial charges, Löwdin, in e: atom 1 (C): -0.11, atom 2 (C): -0.27, atom 3 (C): -0.21, atom 4 (C): -0.20, atom 5 (C): -0.23, atom 6 (C): -0.28, atom 7 (C): -0.44, atom 8 (S): 1.04, atom 9 (C): -0.42, atom 10 (C): -0.01, atom 11 (C): -0.20, atom 12 (O): -0.15, atom 13 (C): -0.04, atom 14 (C): -0.16, atom 15 (C): -0.10, atom 16 (C): -0.11, atom 17 (N): -0.21, atom 18 (C): 0.01, atom 19 (C): 0.01, atom 20 (C): 0.04, atom 21 (C): -0.31, atom 22 (O): -0.13, atom 23 (C): -0.06, atom 24 (H): 0.06, atom 25 (H): 0.07, atom 26 (H): 0.07, atom 27 (H): 0.11, atom 28 (H): 0.09, atom 29 (H): 0.11, atom 30 (H): 0.11, atom 31 (H): 0.10, atom 32 (H): 0.11, atom 33 (H): 0.12, atom 34 (H): 0.09, atom 35 (H): 0.11, atom 36 (H): 0.10, atom 37 (H): 0.08, atom 38 (H): 0.07, atom 39 (H): 0.09, atom 40 (H): 0.11, atom 41 (H): 0.10, atom 42 (H): 0.10, atom 43 (H): 0.13, atom 44 (H): 0.12, atom 45 (H): 0.14, atom 46 (H): 0.14, atom 47 (H): 0.13, atom 48 (H): 0.11, atom 49 (H): 0.11, atom 50 (H): 0.12, atom 51 (H): 0.11, atom 52 (H): 0.11, atom 53 (H): 0.11, atom 54 (H): 0.12, atom 55 (H): 0.10, atom 56 (H): 0.10, atom 57 (H): 0.10

***

(2)
Density functional theory data (the ωB97M-V functional and the def2-TZVPD basis) for a 4-piece molecular cluster, C44H82BF2N7O6SSi overall at a distorted geometry.

```
! RIJCOSX wB97M-V def2-TZVPD def2/J DEFGRID3
* xyz 1 4
C 1.531 1.902 1.317
C 1.180 0.373 1.729
O -0.033 0.263 2.526
B -1.200 0.112 1.722
O -1.303 -0.658 0.507
N -2.463 0.802 2.211
S -3.718 0.022 3.145
C -2.639 2.107 1.917
N -3.810 2.815 2.399
C -3.699 4.164 1.913
C -4.627 5.446 2.091
F -3.772 6.473 2.657
F -5.012 5.966 0.805
C -5.843 5.274 3.106
C -6.849 4.071 2.765
Si -8.096 4.418 1.350
C -7.288 3.683 -0.260
C -8.458 6.288 1.087
C -9.757 3.435 1.545
C -10.045 2.417 2.675
C -11.427 1.669 2.762
C -12.500 2.001 1.675
C -12.247 2.993 0.502
C -10.852 3.714 0.446
N -2.463 4.252 1.174
C -1.835 5.421 0.492
C -1.526 5.059 -1.064
O -1.693 6.248 -1.877
N -1.834 3.035 1.164
H 1.351 2.110 0.198
H 2.642 2.137 1.511
H 0.876 2.653 1.894
H 1.218 -0.309 0.815
H 2.049 0.036 2.409
H -1.767 -1.490 0.791
H -4.825 -0.024 2.289
H -6.348 6.301 3.192
H -5.385 5.057 4.143
H -6.348 3.070 2.546
H -7.482 3.904 3.722
H -6.261 4.143 -0.452
H -7.132 2.546 -0.100
H -7.960 3.783 -1.177
H -9.595 6.476 1.171
H -7.967 6.967 1.864
H -8.047 6.586 0.063
H -9.198 2.225 3.433
H -11.596 0.919 3.611
H -13.509 1.460 1.793
H -13.025 3.223 -0.311
H -10.687 4.429 -0.430
H -2.427 6.390 0.573
H -0.810 5.577 0.992
H -2.253 4.256 -1.432
H -0.454 4.693 -1.217
H -1.843 5.943 -2.799
H -0.939 2.816 0.705
C 2.522 -4.472 -1.568
C 3.373 -3.241 -1.179
C 4.729 -3.286 -1.914
C 5.696 -4.312 -1.337
C 5.868 -4.112 0.165
C 4.528 -4.090 0.932
N 3.520 -3.176 0.308
O 3.870 -1.900 0.629
C 3.963 -5.529 1.022
C 4.818 -3.725 2.414
C 2.555 -2.051 -1.751
H 3.037 -5.422 -1.448
H 1.595 -4.509 -0.988
H 2.240 -4.435 -2.625
H 5.208 -2.299 -1.872
H 4.573 -3.499 -2.977
H 5.351 -5.327 -1.555
H 6.669 -4.211 -1.829
H 6.513 -4.904 0.560
H 6.407 -3.171 0.330
H 2.916 -5.524 1.342
H 4.516 -6.124 1.755
H 4.040 -6.089 0.092
H 5.330 -2.765 2.520
H 5.472 -4.470 2.876
H 3.893 -3.689 2.997
H 1.586 -1.960 -1.248
H 2.360 -2.193 -2.818
H 3.081 -1.097 -1.661
C 1.890 -10.063 -4.760
C 1.346 -9.200 -3.598
C 0.234 -9.966 -2.849
C -1.083 -10.019 -3.612
C -1.531 -8.619 -4.019
C -0.448 -7.837 -4.795
N 0.887 -7.877 -4.121
O 0.840 -7.016 -3.067
C -0.338 -8.399 -6.234
C -0.956 -6.386 -5.015
C 2.568 -9.077 -2.648
H 1.118 -10.448 -5.425
H 2.613 -9.504 -5.361
H 2.404 -10.951 -4.379
H 0.050 -9.497 -1.874
H 0.564 -10.989 -2.633
H -0.992 -10.667 -4.489
H -1.852 -10.475 -2.978
H -2.442 -8.697 -4.623
H -1.812 -8.068 -3.114
H 0.567 -8.040 -6.731
H -1.187 -8.079 -6.847
H -0.353 -9.487 -6.281
H -1.193 -5.876 -4.078
H -1.878 -6.382 -5.603
H -0.215 -5.789 -5.556
H 3.383 -8.522 -3.123
H 2.955 -10.066 -2.384
H 2.320 -8.584 -1.704
C 6.629 5.623 0.430
C 5.138 5.912 0.717
C 4.915 7.432 0.866
C 5.423 7.991 2.189
C 4.843 7.213 3.365
C 5.073 5.690 3.258
N 4.694 5.140 1.919
O 3.335 5.066 1.877
C 6.557 5.371 3.566
C 4.310 4.996 4.419
C 4.431 5.448 -0.586
H 7.314 6.084 1.139
H 6.825 4.547 0.413
H 6.922 6.020 -0.547
H 3.845 7.662 0.781
H 5.403 7.965 0.042
H 6.516 7.976 2.217
H 5.133 9.044 2.273
H 5.278 7.593 4.295
H 3.768 7.424 3.424
H 6.812 4.348 3.271
H 6.763 5.453 4.638
H 7.259 6.055 3.093
H 3.239 5.218 4.412
H 4.683 5.338 5.388
H 4.437 3.910 4.379
H 4.540 4.369 -0.731
H 4.866 5.943 -1.459
H 3.365 5.691 -0.597
*
```

As for the frontier orbital gap (spin up / spin down): 6.9 / 7.0 eV. For the strongest force on any atom, the calculation gives 5.2 eV/A. The value obtained for the HOMO energy (spin up / spin down) is -0.376 / -0.381 Ha. Its expectation value of S² is 3.7636. The total energy is -3472.1465 hartree.

Atomic partial charges in e from the Löwdin method, atoms 1 to 99: atom 1 (C): -0.07, atom 2 (C): -0.19, atom 3 (O): 0.05, atom 4 (B): -0.61, atom 5 (O): 0.11, atom 6 (N): -0.28, atom 7 (S): 0.88, atom 8 (C): -0.26, atom 9 (N): 0.15, atom 10 (C): 0.00, atom 11 (C): -0.30, atom 12 (F): 0.01, atom 13 (F): 0.03, atom 14 (C): -0.13, atom 15 (C): -0.25, atom 16 (Si): 0.56, atom 17 (C): -0.21, atom 18 (C): -0.19, atom 19 (C): -0.24, atom 20 (C): -0.08, atom 21 (C): -0.06, atom 22 (C): -0.08, atom 23 (C): -0.06, atom 24 (C): -0.07, atom 25 (N): -0.05, atom 26 (C): -0.05, atom 27 (C): -0.21, atom 28 (O): -0.09, atom 29 (N): 0.18, atom 30 (H): 0.08, atom 31 (H): 0.09, atom 32 (H): 0.08, atom 33 (H): 0.12, atom 34 (H): 0.14, atom 35 (H): 0.13, atom 36 (H): -0.08, atom 37 (H): 0.13, atom 38 (H): 0.14, atom 39 (H): 0.07, atom 40 (H): 0.09, atom 41 (H): 0.02, atom 42 (H): 0.05, atom 43 (H): 0.04, atom 44 (H): 0.05, atom 45 (H): 0.03, atom 46 (H): 0.05, atom 47 (H): 0.08, atom 48 (H): 0.09, atom 49 (H): 0.09, atom 50 (H): 0.09, atom 51 (H): 0.09, atom 52 (H): 0.14, atom 53 (H): 0.15, atom 54 (H): 0.13, atom 55 (H): 0.12, atom 56 (H): 0.11, atom 57 (H): 0.16, atom 58 (C): -0.04, atom 59 (C): -0.48, atom 60 (C): -0.13, atom 61 (C): -0.18, atom 62 (C): -0.13, atom 63 (C): -0.48, atom 64 (N): -0.04, atom 65 (O): -0.05, atom 66 (C): -0.04, atom 67 (C): -0.05, atom 68 (C): -0.05, atom 69 (H): 0.05, atom 70 (H): 0.09, atom 71 (H): 0.08, atom 72 (H): 0.12, atom 73 (H): 0.13, atom 74 (H): 0.10, atom 75 (H): 0.12, atom 76 (H): 0.13, atom 77 (H): 0.12, atom 78 (H): 0.09, atom 79 (H): 0.09, atom 80 (H): 0.06, atom 81 (H): 0.08, atom 82 (H): 0.08, atom 83 (H): 0.09, atom 84 (H): 0.08, atom 85 (H): 0.09, atom 86 (H): 0.07, atom 87 (C): -0.04, atom 88 (C): -0.48, atom 89 (C): -0.14, atom 90 (C): -0.18, atom 91 (C): -0.14, atom 92 (C): -0.48, atom 93 (N): -0.04, atom 94 (O): -0.04, atom 95 (C): -0.04, atom 96 (C): -0.05, atom 97 (C): -0.05, atom 98 (H): 0.06, atom 99 (H): 0.09